Record 1
{
  "formula": "C13H31CuNO7",
  "method": "wB97M-V/def2-TZVPD",
  "e_above_lowest_kcal_mol": 265.3,
  "homo_ev": -0.53,
  "lumo_ev": 2.60,
  "charge": -1,
  "energy_ha": -2735.34846,
  "max_force_ha_per_bohr": 0.2024,
  "gap_ev": 3.129,
  "symbols": ["Cu", "C", "O", "O", "O", "C", "O", "C", "C", "N", "C", "C", "O", "C", "H", "H", "H", "H", "H", "H", "H", "H", "H", "H", "H", "H", "H", "H", "H", "C", "C", "C", "O", "H", "H", "H", "H", "H", "H", "H", "H", "C", "C", "C", "O", "H", "H", "H", "H", "H", "H", "H", "H"],
  "positions_angstrom": [[-1.25964, -4.57294, -23.33632], [-1.56339, -4.14299, -21.18541], [-0.45757, -4.01518, -21.66096], [-2.52996, -4.10727, -21.99069], [-1.72540, -3.33159, -20.28059], [-1.52137, -7.22249, -20.99803], [-1.34748, -6.68457, -22.33107], [-2.35997, -7.10383, -23.27851], [-1.95892, -6.47104, -24.67104], [-2.32653, -5.03345, -24.87193], [-3.76872, -4.66770, -24.77296], [-4.47237, -4.79365, -26.21702], [-3.64946, -4.42278, -27.33065], [-4.11507, -4.88126, -28.57649], [-2.32339, -6.80218, -20.39123], [-0.57327, -7.22422, -20.46024], [-1.79323, -8.26740, -21.14753], [-3.41401, -7.09185, -23.00110], [-2.18753, -8.16746, -23.44299], [-2.28090, -7.20405, -25.41072], [-0.87744, -6.60609, -24.65476], [-2.03303, -4.70081, -25.77930], [-3.60967, -3.60115, -24.61399], [-4.33997, -5.01781, -23.91319], [-5.33494, -4.13270, -26.30207], [-4.72427, -5.85163, -26.29000], [-5.14671, -4.60377, -28.79283], [-4.08630, -5.97067, -28.55559], [-3.47157, -4.46912, -29.35377], [-0.07454, -1.80489, -24.91533], [-1.57644, -2.07371, -24.53783], [-2.44875, -2.43258, -25.65300], [-1.64488, -2.92775, -23.44886], [0.46240, -1.55261, -24.00093], [-0.01607, -1.04760, -25.69714], [0.30094, -2.66418, -25.47097], [-2.00935, -1.19822, -24.05388], [-3.42902, -2.75120, -25.29851], [-2.09767, -3.33347, -26.15622], [-2.58425, -1.62386, -26.37112], [-1.27350, -2.52248, -22.66181], [1.48401, -6.37417, -24.43480], [0.93794, -5.07791, -23.91448], [2.01161, -3.97589, -23.94847], [-0.16508, -4.62984, -24.59568], [0.78565, -7.20041, -24.30171], [2.26993, -6.70209, -23.75443], [1.87685, -6.43523, -25.44971], [0.84699, -5.14979, -22.83065], [1.65102, -3.04945, -23.50150], [2.43641, -3.88304, -24.94799], [2.86646, -4.32075, -23.36675], [-0.03445, -4.70349, -25.54389]],
  "lowdin_charge": [0.1909, -1.0444, -0.0646, -0.0919, -0.0743, -0.0659, -0.2272, -0.1592, -0.1317, -0.0950, -0.1141, -0.1522, -0.2430, -0.1125, 0.0950, 0.0936, 0.0675, 0.1196, 0.1029, 0.1046, 0.0774, 0.0779, 0.0493, 0.1338, 0.1187, 0.1072, 0.0794, 0.0823, 0.0886, -0.0155, -0.4123, -0.0546, -0.1337, 0.0816, 0.0707, 0.0535, 0.1477, 0.0545, 0.0656, 0.1088, 0.1328, -0.0547, -0.4883, -0.0411, -0.2035, 0.0680, 0.0850, 0.0775, 0.1308, 0.0679, 0.0760, 0.0778, 0.0930]
}

---

Record 2
{
  "formula": "C13H31N4O5Zr",
  "method": "wB97M-V/def2-TZVPD",
  "e_above_lowest_kcal_mol": 459.5,
  "homo_ev": -16.36,
  "lumo_ev": -14.35,
  "charge": 3,
  "energy_ha": -1154.71124,
  "max_force_ha_per_bohr": 0.1127,
  "gap_ev": 2.013,
  "symbols": ["Zr", "C", "O", "H", "H", "H", "C", "C", "O", "N", "C", "H", "H", "H", "H", "H", "H", "H", "C", "C", "O", "N", "C", "H", "H", "H", "H", "H", "H", "H", "C", "C", "O", "N", "C", "H", "H", "H", "H", "H", "H", "H", "C", "C", "O", "N", "C", "H", "H", "H", "H", "H", "H", "H"],
  "positions_angstrom": [[-28.62894, -20.66101, -13.65209], [-30.96265, -18.97643, -17.60222], [-30.10357, -19.48845, -16.65891], [-32.01554, -19.22033, -17.46062], [-30.72866, -17.91529, -17.68776], [-30.76595, -19.39601, -18.58881], [-30.07182, -24.62032, -17.55719], [-29.98595, -25.03672, -16.05929], [-29.58757, -24.08534, -15.25756], [-30.15475, -26.27035, -15.73623], [-29.84589, -26.75771, -14.41082], [-30.59325, -23.67355, -17.69805], [-30.37397, -25.47874, -18.15712], [-29.07060, -24.50906, -17.97345], [-30.36441, -26.95404, -16.44947], [-30.57535, -26.53557, -13.63194], [-28.86525, -26.45210, -14.04605], [-29.86279, -27.84649, -14.45967], [-25.71897, -16.75935, -16.42195], [-26.52244, -16.27174, -15.17702], [-26.98092, -17.12936, -14.43211], [-26.47684, -14.96060, -14.95902], [-26.92608, -14.21860, -13.86004], [-24.76203, -17.17851, -16.11100], [-25.69739, -16.07304, -17.26847], [-26.20003, -17.61183, -16.90148], [-26.08723, -14.55902, -15.79986], [-26.79739, -14.59084, -12.84369], [-27.96520, -13.93728, -14.03088], [-26.47464, -13.22651, -13.85155], [-30.32701, -14.33344, -19.30751], [-30.80692, -14.93523, -20.66920], [-30.05318, -14.86764, -21.66047], [-32.10832, -15.28623, -20.85023], [-32.65950, -15.77255, -22.06574], [-29.51426, -14.76761, -18.72525], [-31.15716, -14.26662, -18.60431], [-29.94286, -13.31534, -19.37063], [-32.78408, -15.14016, -20.11395], [-32.35136, -16.79753, -22.27203], [-32.31787, -15.24364, -22.95549], [-33.74435, -15.81787, -21.97021], [-34.62692, -20.57797, -14.06327], [-33.83499, -21.37433, -13.09083], [-32.61046, -21.42071, -13.16489], [-34.39133, -22.20697, -12.24848], [-33.78260, -23.07569, -11.22502], [-35.67363, -20.43798, -13.79327], [-34.52110, -20.98365, -15.06941], [-34.34795, -19.52724, -14.14229], [-35.39856, -22.27472, -12.21675], [-34.49844, -23.81470, -10.86510], [-33.46435, -22.47978, -10.36963], [-32.89876, -23.60226, -11.58508]],
  "lowdin_charge": [1.8294, -0.1254, -0.0431, 0.1109, 0.1070, 0.1559, 0.0109, -0.4895, -0.1100, 0.0449, -0.0426, 0.0759, 0.0802, 0.0855, 0.1641, 0.0933, 0.0942, 0.0997, 0.0059, -0.5375, -0.0296, 0.0228, -0.0629, 0.0951, 0.0804, 0.0653, 0.1483, 0.1051, 0.0941, 0.1030, 0.0219, -0.4037, 0.1448, 0.0928, -0.0125, 0.0769, 0.0716, 0.0973, 0.1603, 0.1212, 0.1278, 0.1147, 0.0092, -0.5691, -0.0118, 0.0490, -0.0229, 0.0921, 0.0948, 0.0860, 0.1535, 0.0990, 0.0946, 0.0815]
}

---

Record 3
{
  "formula": "C13H32BO3",
  "method": "wB97M-V/def2-TZVPD",
  "e_above_lowest_kcal_mol": 0.0,
  "homo_ev": -1.81,
  "lumo_ev": 2.27,
  "charge": -1,
  "energy_ha": -765.06156,
  "max_force_ha_per_bohr": 0.0381,
  "gap_ev": 4.073,
  "symbols": ["C", "C", "C", "B", "O", "C", "C", "H", "H", "H", "H", "H", "H", "H", "H", "H", "H", "H", "H", "C", "C", "O", "C", "C", "H", "H", "H", "H", "H", "H", "H", "H", "H", "H", "C", "C", "O", "C", "C", "H", "H", "H", "H", "H", "H", "H", "H", "H", "H"],
  "positions_angstrom": [[0.48948, -0.50019, -3.41585], [0.70730, -1.88076, -4.01910], [-0.01907, -2.15162, -5.33757], [-1.49214, -1.95842, -5.40356], [-2.10775, -1.30010, -6.53567], [-2.45658, -2.48938, -4.22174], [-3.66329, -1.54456, -4.03431], [0.88362, 0.29303, -4.04745], [1.04642, -0.44780, -2.47004], [-0.54640, -0.28292, -3.16645], [0.46855, -2.64478, -3.27824], [1.78336, -1.96067, -4.20425], [0.42470, -1.52147, -6.12363], [-1.91392, -0.35336, -6.45514], [-1.89832, -2.50893, -3.28851], [-2.81426, -3.50440, -4.39796], [-4.27004, -1.78972, -3.16623], [-4.25796, -1.56978, -4.94221], [-3.28035, -0.52942, -3.95734], [1.09826, 1.91860, -0.17629], [-0.33967, 1.97282, -0.66618], [-1.07387, 0.79473, -0.40063], [-1.21595, 0.44886, 0.95724], [-1.95322, 1.48740, 1.78812], [1.59383, 1.02828, -0.56408], [1.64381, 2.80048, -0.51489], [1.15838, 1.89093, 0.91481], [-0.34470, 2.08281, -1.75021], [-0.85675, 2.84854, -0.25314], [-0.23677, 0.22772, 1.40097], [-1.78214, -0.48317, 0.96334], [-1.38243, 2.41268, 1.88078], [-2.13130, 1.10726, 2.79528], [-2.91142, 1.73092, 1.32677], [3.30895, 1.50076, 5.94270], [1.87049, 1.60666, 5.46328], [1.68407, 1.21505, 4.11833], [2.01117, -0.12975, 3.81459], [1.18240, -1.14997, 4.57646], [3.97659, 2.03341, 5.26461], [3.40509, 1.93100, 6.94029], [3.64523, 0.46430, 5.99585], [1.54957, 2.64779, 5.50571], [1.20178, 1.04312, 6.12457], [3.08176, -0.30943, 3.96436], [1.82154, -0.24120, 2.74697], [1.40018, -1.13606, 5.64607], [1.39338, -2.15399, 4.20851], [0.11838, -0.94533, 4.45103]],
  "lowdin_charge": [-0.1472, -0.3654, -0.1120, -0.6602, -0.0259, -0.1936, -0.1552, 0.0625, 0.0444, 0.0551, 0.0744, 0.0682, 0.0247, 0.0650, 0.0681, 0.0737, 0.0457, 0.0527, 0.0544, -0.0754, -0.2801, -0.1546, -0.2802, -0.0797, 0.0711, 0.0747, 0.0569, 0.1141, 0.1052, 0.0940, 0.1207, 0.0640, 0.0692, 0.0792, -0.0823, -0.2865, -0.1652, -0.2795, -0.0765, 0.0811, 0.0736, 0.0649, 0.1169, 0.1066, 0.1086, 0.1083, 0.0643, 0.0784, 0.0791]
}

---

Record 4
{
  "formula": "C13H32Cl3GeO13P4Pd",
  "method": "wB97M-V/def2-TZVPD",
  "e_above_lowest_kcal_mol": 42.2,
  "homo_ev": [-8.72, -8.87],
  "lumo_ev": [-2.10, -2.01],
  "charge": 0,
  "energy_ha": -6444.06305,
  "spin_multiplicity": 2,
  "max_force_ha_per_bohr": 0.0487,
  "gap_ev": [6.622, 6.863],
  "symbols": ["Pd", "O", "P", "O", "O", "O", "P", "O", "O", "O", "H", "H", "C", "C", "C", "O", "P", "O", "C", "P", "O", "O", "C", "C", "C", "O", "C", "C", "C", "O", "C", "C", "C", "H", "H", "H", "H", "H", "H", "H", "H", "H", "H", "H", "H", "H", "H", "H", "H", "H", "H", "H", "H", "H", "H", "H", "H", "H", "H", "H", "H", "H", "H", "Cl", "Ge", "Cl", "Cl"],
  "positions_angstrom": [[-1.38372, 1.28650, 1.82935], [-3.55515, 1.08694, 5.46976], [-3.01638, 1.01067, 3.99346], [-3.65212, 2.09861, 3.13639], [-1.51762, 1.02230, 4.01259], [-3.53346, -0.41439, 3.48865], [-3.32750, -1.07751, 2.00761], [-4.16065, -0.07948, 1.05530], [-3.88184, -2.42873, 1.97080], [-1.85922, -0.80651, 1.70774], [-4.50254, 1.26295, 5.52007], [-4.98824, -0.50988, 0.80629], [-1.96060, -1.04839, -4.17947], [-1.75544, -1.78253, -2.87117], [-0.50148, -2.62875, -2.84954], [-1.80599, -0.82921, -1.77678], [-0.74712, 0.13769, -1.15863], [-1.44165, 1.18576, -0.37219], [0.40436, -0.84247, -0.20259], [1.53959, 0.10232, 0.83523], [0.89661, 1.35380, 1.31670], [2.80654, 0.41045, -0.03237], [3.68335, -0.64141, -0.52951], [3.80495, -0.43144, -2.02414], [4.99202, -0.55004, 0.22124], [2.06640, -0.89092, 1.93288], [1.14561, -1.31079, 3.02130], [1.58699, -0.60634, 4.27988], [1.19950, -2.81673, 3.08175], [0.14947, 0.73404, -2.31078], [-0.01385, 2.13420, -2.75096], [0.79732, 3.01618, -1.82787], [0.44081, 2.18321, -4.18913], [-2.13120, -1.76882, -4.97998], [-1.08214, -0.45653, -4.43578], [-2.82611, -0.39136, -4.12018], [-2.61828, -2.41893, -2.66439], [0.38837, -2.03618, -3.07129], [-0.58290, -3.39389, -3.62254], [-0.37253, -3.13403, -1.89373], [0.99460, -1.44906, -0.89090], [-0.20113, -1.48889, 0.43708], [3.21345, -1.60857, -0.32335], [4.29873, 0.51754, -2.23236], [2.82076, -0.41357, -2.49285], [4.39297, -1.23193, -2.47318], [5.44356, 0.42943, 0.06704], [5.68392, -1.31132, -0.13984], [4.83674, -0.70132, 1.28735], [0.13716, -0.99305, 2.75364], [2.61953, -0.86329, 4.52014], [0.94595, -0.90682, 5.10760], [1.50121, 0.47311, 4.16972], [2.20955, -3.16131, 3.30691], [0.87926, -3.26360, 2.14106], [0.52918, -3.17045, 3.86401], [-1.07536, 2.37836, -2.66896], [1.85755, 2.77186, -1.90586], [0.48412, 2.89881, -0.79311], [0.66111, 4.06130, -2.10752], [1.47105, 1.83520, -4.27521], [0.40254, 3.21196, -4.54648], [-0.18898, 1.57767, -4.83921], [-3.32496, 3.52746, -0.84338], [-3.26949, 2.98649, 1.24252], [-1.26330, 3.78590, 1.88863], [-4.74388, 4.37776, 1.92252]],
  "lowdin_charge": [0.7071, -0.0620, 0.1861, -0.4848, -0.3208, -0.2436, 0.2035, -0.1643, -0.2591, -0.3914, 0.0979, 0.0879, -0.0351, -0.4029, -0.0481, -0.1458, 0.4755, -0.4013, -0.2096, 0.4639, -0.3165, -0.1647, -0.4454, -0.0331, -0.0343, -0.1763, -0.4237, -0.0346, -0.0314, -0.1854, -0.4128, -0.0323, -0.0385, 0.0892, 0.0634, 0.0918, 0.1483, 0.0773, 0.0922, 0.0859, 0.0647, 0.0689, 0.1307, 0.0904, 0.0675, 0.0882, 0.0911, 0.0883, 0.0810, 0.0912, 0.0869, 0.0924, 0.0826, 0.0868, 0.0798, 0.0934, 0.1181, 0.0890, 0.0546, 0.0927, 0.0870, 0.0899, 0.0684, 0.2000, -0.0288, 0.2508, 0.2219]
}